No. 1
The following is a quantum chemistry calculation of a cluster of 11 separate species, H22O11 in total in a non-equilibrium geometry, from the Open Molecules 2025 dataset.

Geometry as XYZ:
```
33
Properties=species:S:1:pos:R:3:forces:R:3
O 1.02539 -1.10460 -1.40770 0.34 -0.13 0.65
H 1.25776 -1.17966 -2.32493 0.25 -0.02 -1.03
H 1.17727 -0.14020 -1.19726 -0.59 -0.41 -0.12
O 0.48675 0.99195 3.04236 0.06 0.40 1.54
H 1.28357 0.57670 2.73726 0.83 -0.40 -0.12
H -0.04382 1.12340 2.28657 -1.06 0.34 -1.48
O 0.40604 0.08883 -4.00570 0.90 -1.26 0.07
H -0.26683 0.40924 -3.41545 -0.58 0.84 -0.10
H 0.58293 0.69866 -4.71669 -0.36 0.45 0.01
O 0.92875 1.44515 -1.06732 0.26 0.38 0.57
H 0.48839 1.74332 -0.23424 -0.21 -0.17 -0.43
H 1.85464 1.64692 -0.92050 0.32 0.32 -0.14
O -2.50078 1.61851 -3.45588 0.23 0.15 -0.16
H -2.60772 2.56616 -3.40306 0.26 0.60 -0.48
H -2.96323 1.39281 -2.65479 -0.43 -0.86 0.81
O -3.07875 0.61714 -0.62794 0.49 0.45 -0.31
H -3.68521 0.18254 -0.00426 0.61 -0.05 -0.53
H -2.35871 -0.03267 -0.93974 -1.61 0.07 0.99
O -1.60184 -1.35590 -1.02794 2.18 -1.36 -0.29
H -1.26123 -1.97693 -0.34910 -0.91 0.54 -0.02
H -0.70748 -1.25869 -1.47498 -0.80 0.28 0.19
O -0.93852 1.83481 0.77053 1.60 -1.41 -0.24
H -1.54908 1.34545 0.20824 -0.95 0.08 -0.06
H -1.33202 2.62200 1.06575 -1.03 1.53 0.45
O 0.46561 -1.30266 4.59805 0.07 -0.27 -0.09
H 1.26937 -1.11555 4.09093 0.29 -0.39 0.32
H -0.08466 -0.66318 4.14296 -0.54 0.33 0.18
O 1.84288 -2.34403 0.97389 -0.47 -1.10 -2.08
H 1.41670 -3.21530 0.86709 0.28 0.31 0.86
H 1.86489 -2.11740 0.00287 0.08 0.61 1.04
O 2.59008 -0.71839 2.89668 2.28 -1.81 -0.47
H 3.48074 -0.88907 3.30324 -1.25 0.68 -0.26
H 2.55809 -1.48938 2.24105 -0.57 1.25 0.71
```
Forces are in eV/Å.

Values from the calculation:
Total charge: 0
HOMO (eV): -9.82
Relative energy (zero: lowest compared OMol25 entry of this formula, charge and spin) (kcal per mole): 22.2
SMILES: O.O.O.O.O.O.O.O.O.O.O
Max |F| (eV/A): 2.95
HOMO-LUMO gap (eV): 9.90

---

No. 2
The following is a quantum chemistry calculation of a cluster of 11 separate species, H22O11 in total, from the Open Molecules 2025 dataset.

Geometry as XYZ:
```
33
Properties=species:S:1:pos:R:3:forces:R:3
O 0.20375 -0.69014 2.25389 -0.18 0.26 -0.09
H 0.96449 -1.22582 2.47870 0.32 -0.19 0.04
H -0.19975 -0.48082 3.09627 -0.10 -0.17 0.38
O 1.32928 -1.57630 -3.48280 0.58 -0.65 -0.40
H 0.98236 -0.68806 -3.39970 -0.19 0.67 -0.19
H 0.99517 -2.03739 -2.71340 0.07 -0.07 -0.07
O -3.24369 1.32130 -1.47905 -0.33 0.34 -0.41
H -3.01226 0.99682 -0.60878 0.16 -0.17 0.32
H -2.85289 0.68939 -2.08255 0.09 -0.10 -0.09
O -0.00012 0.28836 -0.50307 0.25 0.29 -0.05
H -0.38823 0.42845 0.36063 -0.12 0.18 0.08
H -0.01590 -0.66128 -0.62211 -0.06 -0.55 -0.10
O 1.50461 2.06679 2.09553 -0.12 0.06 0.44
H 1.26840 1.14616 2.20908 -0.08 -0.47 -0.14
H 1.15473 2.50197 2.87298 -0.01 0.44 0.12
O -0.10269 -2.44737 -1.40964 -0.18 -0.06 0.66
H -0.92937 -2.70050 -1.82046 -0.28 0.00 -0.33
H 0.01865 -3.08212 -0.70353 0.13 -0.30 0.24
O -1.44072 2.52142 2.67332 0.07 -0.05 -0.13
H -2.29328 2.57144 3.10561 -0.32 0.17 0.14
H -1.06669 1.69371 2.97534 0.16 -0.11 0.04
O 2.74302 1.59472 -0.22050 0.62 -0.17 -0.43
H 2.53056 1.78619 0.69298 0.00 0.30 0.05
H 1.90444 1.35978 -0.61777 -0.25 -0.07 -0.08
O 3.33520 -2.14252 0.09949 0.10 -0.24 0.16
H 2.64083 -1.97819 -0.53853 -0.06 0.27 -0.42
H 2.87296 -2.28981 0.92465 0.03 -0.04 0.20
O 0.12534 0.88847 -3.12591 0.12 0.07 -0.75
H -0.77855 0.97480 -3.42880 -0.14 0.15 -0.19
H 0.04842 0.71201 -2.18826 -0.13 0.29 0.79
O -2.61640 -0.31187 0.73649 0.11 -0.02 0.09
H -2.51864 -0.13288 1.67170 -0.02 0.14 0.22
H -3.16300 -1.09673 0.69822 -0.23 -0.22 -0.10
```
Forces are in eV/Å.

Values from the calculation:
Total charge: 0
HOMO (eV): -9.87
Relative energy (zero: lowest compared OMol25 entry of this formula, charge and spin) (kcal per mole): 51.6
SMILES: O.O.O.O.O.O.O.O.O.O.O
Max |F| (eV/A): 0.96
HOMO-LUMO gap (eV): 8.71

---

No. 3
The following is a quantum chemistry calculation of a cluster of 11 separate species, H22O11 in total, from the Open Molecules 2025 dataset.

Geometry as XYZ:
```
33
Properties=species:S:1:pos:R:3:forces:R:3
O 16.34800 8.73553 18.68557 0.56 -0.14 0.16
H 15.50669 8.65454 18.23626 -0.48 0.17 -0.36
H 16.17566 8.42697 19.57514 0.09 0.08 0.29
O 11.21416 6.82678 22.72225 -0.30 -0.39 0.03
H 10.88575 7.71282 22.56954 -0.16 0.32 -0.13
H 12.12383 6.85355 22.42559 0.41 -0.09 0.22
O 16.25828 8.81903 23.15310 -0.28 0.38 0.08
H 17.09717 8.79210 23.61328 0.27 0.10 0.18
H 16.21505 7.98580 22.68395 0.19 0.26 -0.29
O 14.05077 7.14582 21.80787 -0.73 0.02 0.04
H 13.68216 7.52296 21.00906 -0.35 0.17 -0.30
H 14.99569 7.13707 21.65529 0.37 -0.20 -0.06
O 13.86624 4.71522 23.32638 0.00 -0.17 0.20
H 14.23301 5.27794 22.64442 -0.09 0.38 -0.18
H 14.11509 3.82854 23.06542 0.01 -0.31 -0.02
O 15.83531 7.19274 25.39592 0.33 -0.52 0.38
H 15.45070 7.87690 25.94385 -0.12 0.14 0.08
H 15.62200 7.45440 24.50023 -0.29 0.33 -0.08
O 14.09740 3.84538 20.10529 0.25 0.02 0.03
H 13.72121 3.59491 19.26151 -0.03 -0.20 -0.25
H 13.59089 4.61113 20.37606 -0.14 0.21 0.35
O 13.73754 8.61947 17.60949 0.21 0.31 -0.52
H 13.03248 9.16202 17.25626 0.06 0.30 -0.24
H 13.29788 8.01210 18.20449 0.03 -0.46 0.37
O 16.58722 6.62448 21.54461 0.54 -0.19 -0.17
H 16.68775 6.04119 20.79235 -0.01 -0.19 -0.45
H 17.00414 6.15685 22.26829 0.21 -0.28 0.37
O 10.67176 9.37531 21.39295 -0.14 -0.15 -0.18
H 10.28149 10.22665 21.59084 -0.18 0.23 0.11
H 11.58250 9.57364 21.17507 0.35 0.04 0.01
O 12.38775 7.27918 19.48143 0.16 -0.01 -0.01
H 12.17605 6.34569 19.47950 -0.16 -0.32 0.15
H 11.64530 7.69455 19.04275 -0.58 0.18 0.19
```
Forces are in eV/Å.

Values from the calculation:
Total charge: 0
HOMO (eV): -10.46
Relative energy (zero: lowest compared OMol25 entry of this formula, charge and spin) (kcal per mole): 46.5
SMILES: O.O.O.O.O.O.O.O.O.O.O
Max |F| (eV/A): 0.73
HOMO-LUMO gap (eV): 10.05

---

No. 4
The following is a quantum chemistry calculation of a cluster of 11 separate species, H23O11 in total in a non-equilibrium geometry, from the Open Molecules 2025 dataset.

Geometry as XYZ:
```
34
Properties=species:S:1:pos:R:3:forces:R:3
O 2.59810 2.82927 -0.87840 1.12 0.72 -0.28
H 2.61925 3.48087 -0.17251 -0.37 0.30 0.28
H 3.41611 3.11407 -1.31106 -0.05 -0.33 -0.54
O 1.08599 1.52457 0.73665 -0.49 0.14 0.39
H 1.73650 2.23304 0.78638 0.17 -0.68 0.36
H 0.42816 1.97583 0.17746 -0.40 -0.34 -0.17
O -2.04726 -0.15460 1.69165 0.68 -0.38 -0.22
H 0.79365 0.31133 -2.28667 -0.66 1.00 0.82
H -1.41395 0.46482 2.08289 -0.84 0.07 -0.11
O 0.21676 -0.39012 3.74263 0.12 -0.24 0.01
H 0.53824 0.06331 2.95781 0.08 0.30 0.03
H -0.56062 0.08001 4.05601 0.07 0.09 0.01
O 2.25339 0.18550 -1.83393 1.12 -0.03 0.76
H 2.21358 -0.57774 -1.26942 -0.12 -1.32 -0.02
H 2.68718 0.74525 -1.16020 -0.47 0.94 -0.70
O -1.90474 -0.94085 -1.33483 0.64 1.04 1.74
H -1.03748 -0.36353 -1.61399 -0.85 0.37 -0.58
H -2.95828 0.09105 1.83889 -0.07 0.56 0.29
O -0.36125 -3.30335 2.90563 -0.35 0.08 0.27
H -2.10205 -1.46440 -2.09981 -0.03 -0.92 -0.76
O -1.05943 3.11007 -0.32792 1.07 -2.39 1.10
H -1.31117 3.40360 -1.18886 -0.39 1.34 -0.04
H -1.04994 3.59638 0.49791 -0.62 1.04 -0.95
O -0.35877 -2.14331 -3.05125 -0.91 1.54 -0.77
H -0.51706 -2.76419 -3.76084 0.63 -0.81 0.43
H 0.11790 -2.40086 -2.27323 0.39 -1.30 -0.07
O -0.19216 0.55722 -2.36202 0.94 -0.67 -0.29
H -0.71490 -2.11877 1.45851 -0.55 -0.83 -0.24
H -0.27489 0.28823 -3.28550 -0.74 0.08 -0.22
O -0.68051 -2.13803 0.46855 0.52 0.32 0.22
H -1.60299 -1.51085 -0.49688 -0.39 0.06 -0.31
H -0.03948 -1.43179 0.35483 0.48 0.25 -0.20
H -1.01039 -3.17377 3.61636 0.31 -0.05 -0.26
H 0.49253 -3.17825 3.33515 -0.05 0.07 0.03
```
Forces are in eV/Å.

Values from the calculation:
Total charge: +1
HOMO (eV): -14.10
Relative energy (zero: lowest compared OMol25 entry of this formula, charge and spin) (kcal per mole): 74.4
Max |F| (eV/A): 2.84
HOMO-LUMO gap (eV): 11.28